(1)
81
Properties=species:S:1:pos:R:3:forces:R:3 method="wB97M-V/def2-TZVPD" energy_ha=-1719.36188 total_charge=0 smiles="NC(N)=O.NC(N)=O.NC(N)=O.CCO.CCO.CCO.CO.CO.CO.CO.CO" de_lowest_kcal_mol=150.7 gap_ev=8.42
C -0.402 -2.076 -0.631 0.2 -1.1 0.6
C 0.105 -1.676 0.760 -1.6 0.1 1.8
O -0.438 -0.356 1.108 1.0 -0.3 -0.8
H -0.233 -3.136 -0.667 0.3 -0.9 -0.1
H 0.105 -1.719 -1.523 0.2 0.7 0.2
H -1.485 -2.035 -0.753 0.0 0.6 0.2
H 1.200 -1.751 0.923 -0.6 0.4 -0.5
H -0.370 -2.324 1.608 0.9 0.5 -1.7
H 0.263 0.153 1.545 0.0 -0.4 0.1
C 4.232 -0.911 0.010 -0.6 0.1 0.8
C 5.319 -0.772 -0.948 0.6 -1.7 -0.6
O 6.129 0.202 -0.456 0.2 1.5 1.9
H 3.710 -1.782 -0.302 -1.0 -0.8 0.3
H 3.647 -0.024 -0.168 -0.8 0.2 0.4
H 4.543 -0.916 1.072 0.0 -0.3 -0.7
H 4.905 -0.512 -1.887 -0.6 0.5 -1.3
H 5.851 -1.705 -1.177 0.2 -0.2 0.5
H 6.825 0.337 -1.041 2.0 0.6 -1.4
C -2.357 0.344 -1.599 -1.7 1.0 0.1
C -3.086 -0.446 -2.709 1.2 1.7 0.4
O -4.427 -0.051 -2.672 0.1 1.2 1.2
H -2.621 1.416 -1.612 -0.5 -0.2 -0.8
H -1.306 0.434 -1.651 1.2 -0.9 -0.1
H -2.693 0.124 -0.600 0.2 -0.7 0.4
H -3.016 -1.530 -2.619 0.4 0.0 0.0
H -2.621 -0.024 -3.617 -0.1 -0.8 -0.2
H -4.945 -0.614 -3.199 -1.0 -1.2 -1.0
C 1.894 3.886 1.780 -1.4 8.2 6.9
O 1.428 4.669 2.807 1.9 -4.4 -4.1
N 1.252 3.015 1.130 -3.9 -3.1 -2.2
N 3.035 4.255 1.256 3.8 -0.5 -2.4
H 0.228 3.015 1.279 0.8 0.3 0.0
H 1.653 2.776 0.236 -0.2 -0.2 -0.2
H 3.667 4.705 1.848 0.6 1.1 1.1
H 3.577 3.736 0.532 -1.3 0.2 0.7
C 0.833 -1.032 -4.195 5.1 -4.1 5.6
O 1.787 -1.425 -3.407 -2.8 0.6 -1.9
N -0.307 -1.588 -4.354 -5.1 -5.0 1.6
N 0.982 -0.021 -4.907 3.8 6.3 -3.6
H -0.653 -2.426 -3.852 1.3 1.0 0.0
H -0.986 -1.414 -5.042 -0.2 1.1 -1.2
H 1.912 0.404 -4.921 -0.6 -0.3 0.1
H 0.286 0.513 -5.327 -1.4 0.6 -0.7
C -3.193 -1.680 2.782 7.1 3.2 1.0
O -2.158 -1.489 3.708 -5.4 -1.4 -4.6
N -3.121 -1.278 1.488 0.2 -0.5 -2.1
N -4.361 -2.116 3.013 -1.4 -2.1 6.1
H -2.154 -1.036 1.204 -1.0 0.1 -0.2
H -3.913 -1.601 0.774 2.9 1.1 2.1
H -4.515 -2.178 4.014 -0.6 -0.4 -0.3
H -5.109 -2.126 2.424 -2.0 0.1 -1.8
C -1.947 2.485 1.251 -1.4 -1.3 0.9
O -1.308 3.600 1.755 0.4 0.9 1.2
H -2.881 2.873 0.969 -1.7 -0.3 -1.1
H -2.127 1.596 1.906 0.4 0.9 0.2
H -1.420 2.095 0.430 0.8 -0.3 -1.3
H -1.910 3.984 2.416 0.8 0.0 -0.2
C -3.578 -4.892 -1.379 2.4 0.0 0.6
O -3.907 -3.882 -2.307 -0.6 0.1 0.4
H -3.428 -5.855 -1.829 0.0 -0.5 -0.6
H -4.260 -5.056 -0.588 -1.4 0.5 0.4
H -2.620 -4.661 -0.838 -0.6 0.0 -0.5
H -3.280 -3.963 -3.022 0.1 0.0 -0.3
C 3.379 0.958 2.488 -1.4 1.3 2.3
O 2.047 0.783 2.056 0.6 -3.5 0.1
H 3.764 0.189 3.173 -0.3 -0.2 -0.9
H 3.313 1.834 3.117 0.3 0.5 0.8
H 4.023 1.300 1.744 1.4 -0.3 -1.6
H 1.674 1.614 1.819 -0.1 1.3 -0.2
C 1.195 1.197 -1.509 1.3 -0.4 0.2
O 2.357 2.041 -1.386 -0.3 -0.5 -0.3
H 0.938 1.023 -2.524 0.0 -0.2 -1.0
H 0.406 1.749 -1.121 -1.5 0.8 1.0
H 1.310 0.242 -0.992 0.1 0.2 0.0
H 2.943 1.736 -2.077 0.6 0.1 0.0
C -0.350 1.716 4.021 -2.1 2.0 3.7
O -1.377 1.012 4.785 1.2 0.5 -0.3
H -0.144 1.377 3.069 -0.3 -0.7 -2.0
H 0.618 1.838 4.497 0.2 -0.7 0.6
H -0.798 2.731 4.147 0.9 -0.4 -1.2
H -1.528 0.123 4.468 0.1 -0.7 -0.4



(2)
82
Properties=species:S:1:pos:R:3:forces:R:3 method="wB97M-V/def2-TZVPD" energy_ha=-2449.86925 total_charge=0 smiles="COP(=O)(OC)OC.COP(=O)(OC)OC.CO.CO.CO.CO.CO.CO.CO.CO" de_lowest_kcal_mol=101.8 gap_ev=10.13
C 1.010 -0.901 1.089 0.2 0.8 0.2
O 0.396 -0.262 2.188 -0.1 -0.3 1.1
H 1.757 -0.230 0.664 -0.2 0.1 -0.6
H 1.612 -1.729 1.464 -0.5 -0.3 0.1
H 0.229 -1.200 0.391 0.4 -0.3 -0.4
H 0.011 0.594 1.984 0.1 -0.1 -0.4
C -0.444 -5.144 -3.099 0.4 0.1 -0.9
O 0.223 -4.137 -3.884 0.2 0.0 0.6
H -1.019 -5.695 -3.843 -0.5 -0.3 0.6
H 0.283 -5.816 -2.642 -0.1 0.0 0.1
H -1.039 -4.685 -2.310 -0.1 0.0 -0.3
H 1.102 -4.488 -4.045 0.1 0.3 -0.2
C -3.297 -1.285 -4.855 -0.3 -0.3 0.9
O -2.203 -0.455 -4.550 0.6 0.2 -0.3
H -3.053 -2.128 -5.501 0.0 0.3 -0.6
H -3.610 -1.760 -3.925 -0.5 0.0 0.2
H -4.101 -0.643 -5.213 0.1 -0.3 -0.2
H -1.444 -1.034 -4.447 0.2 0.1 0.1
C 2.642 -7.531 1.376 -0.8 -0.2 2.1
O 2.506 -8.668 0.525 0.5 1.1 -0.2
H 2.081 -6.629 1.132 0.0 -0.4 -1.1
H 2.191 -7.799 2.332 -0.3 -0.1 0.3
H 3.618 -7.200 1.731 0.7 -0.3 -1.0
H 2.907 -9.396 1.006 0.0 -0.1 -0.1
C -0.585 4.862 2.007 -0.1 0.6 -0.1
O -1.438 3.961 2.697 0.4 -0.2 -0.1
H -1.067 5.215 1.095 0.1 -0.1 -0.3
H -0.368 5.750 2.601 0.0 0.1 0.2
H 0.385 4.429 1.767 -0.3 -0.4 0.0
H -2.309 4.363 2.719 0.0 -0.1 0.1
C 3.257 -2.512 6.928 -0.6 -0.7 -0.8
O 3.535 -1.316 6.258 1.0 1.5 0.6
H 3.688 -3.354 6.387 -0.3 -0.3 -0.1
H 3.665 -2.592 7.935 0.2 0.8 -0.1
H 2.171 -2.571 7.004 -0.1 -0.6 0.1
H 3.454 -1.308 5.301 -0.2 -0.7 0.2
C 6.374 -4.058 -1.151 0.9 -0.2 -1.0
O 6.511 -2.947 -0.348 -0.9 1.6 1.6
H 7.057 -4.848 -0.840 -0.3 -0.4 0.0
H 5.330 -4.368 -1.155 0.1 -0.1 0.3
H 6.630 -3.764 -2.169 0.0 -0.4 -0.4
H 7.395 -2.610 -0.182 0.1 -0.6 -0.4
C -2.443 -4.732 3.116 0.0 2.0 0.2
O -1.381 -4.051 3.823 0.4 -1.6 0.5
H -2.724 -5.683 3.568 0.6 0.2 0.3
H -3.276 -4.039 3.237 -0.6 -0.4 -0.5
H -2.242 -4.891 2.056 0.2 0.0 0.0
H -1.073 -3.212 3.473 -0.6 -0.1 -0.6
C 4.094 7.382 -0.645 0.4 2.8 -0.1
O 3.750 6.078 -0.807 0.3 -3.9 -0.3
P 4.977 5.127 -1.307 0.8 -0.3 -0.7
O 5.671 5.610 -2.526 -0.6 -0.2 1.5
O 5.957 5.005 -0.003 -1.1 -0.1 -2.7
C 5.423 4.731 1.267 0.6 1.1 1.2
O 4.346 3.664 -1.484 0.5 1.6 1.2
C 3.676 3.205 -2.646 -0.2 0.0 -0.6
H 3.807 7.908 -1.556 0.1 0.4 0.1
H 5.164 7.521 -0.492 0.1 0.1 0.1
H 3.561 7.819 0.199 -0.1 -0.1 0.0
H 4.367 4.994 1.334 -0.1 -0.8 0.0
H 5.915 5.465 1.905 0.0 0.0 0.3
H 5.767 3.762 1.628 -0.7 -0.2 -0.2
H 2.603 3.197 -2.452 0.1 -0.6 0.2
H 4.144 2.243 -2.856 -0.6 -0.1 -0.1
H 3.778 3.819 -3.540 0.6 0.4 0.2
C -5.918 4.418 -1.572 1.2 1.3 -0.1
O -6.107 3.097 -1.878 -2.6 -3.2 0.5
P -7.221 2.196 -1.144 0.6 -0.8 -0.9
O -7.859 2.726 0.084 0.9 -0.5 -1.0
O -6.396 0.797 -1.053 -0.7 1.6 -1.9
C -5.613 0.485 0.067 -1.4 -0.3 1.9
O -8.202 1.876 -2.374 1.5 0.1 1.3
C -9.384 1.144 -2.145 -1.6 0.3 -0.3
H -6.198 4.688 -0.554 0.2 -0.1 0.1
H -6.448 5.081 -2.256 0.1 0.0 -0.1
H -4.848 4.348 -1.771 0.3 2.0 0.5
H -6.267 -0.296 0.453 0.8 -0.3 1.1
H -5.623 1.344 0.738 0.2 -0.2 0.3
H -4.594 0.106 -0.001 -0.1 0.2 -1.2
H -10.166 1.876 -2.349 -0.4 -0.4 -0.4
H -9.638 0.799 -1.143 0.9 0.1 0.3
H -9.420 0.284 -2.814 0.0 0.2 -0.1